Entry 1:
16
Properties=species:S:1:pos:R:3:nbo_charge:R:1 method="wB97M-V/def2-TZVPD" homo_energy_ev=-8.6461 total_energy_ha=-743.13793 smiles=OB(O)c1occc1C(F)(F)F molar_mass_g_mol=179.89 multiplicity=1 max_force_ev_per_a=7.592
O 2.6710 1.4176 0.0960 -0.87
B 1.3429 1.3203 -0.0764 1.04
O 0.5176 2.3862 -0.1050 -0.88
C 0.7667 -0.1301 -0.1441 0.02
O 1.4678 -1.2523 -0.0458 -0.35
C 0.6570 -2.3338 -0.0529 0.08
C -0.6530 -2.0198 0.0537 -0.29
C -0.8444 -0.6424 -0.0857 -0.17
C -2.0117 0.2591 -0.0224 0.95
F -2.1940 0.9363 -1.2098 -0.33
F -3.0790 -0.5248 0.3320 -0.33
F -2.0461 1.2641 0.8838 -0.32
H 3.0328 2.1534 0.4683 0.49
H 0.7887 3.2303 -0.3614 0.50
H 0.9777 -3.3713 0.1077 0.21
H -1.3941 -2.6928 0.1619 0.23



Entry 2:
18
Properties=species:S:1:pos:R:3:nbo_charge:R:1 method="wB97M-V/def2-TZVPD" homo_energy_ev=-8.6823 total_energy_ha=-420.90995 molar_mass_g_mol=101.92 multiplicity=1 max_force_ev_per_a=4.754
Na 0.3678 -0.3618 -0.3816 0.95
B -1.0157 -0.7325 -2.5361 -0.81
H -0.3032 0.0491 -2.3225 -0.09
H -1.2895 -1.1378 -1.5743 -0.08
H -1.8949 -0.3392 -3.0224 0.00
H -0.5390 -1.5175 -3.1025 -0.01
C -1.3093 2.4111 0.9525 -0.27
O -1.2272 1.5133 -0.1412 -0.74
H -2.1388 2.1434 1.6071 0.17
H -0.4803 2.4998 1.6545 0.18
H -1.5039 3.3944 0.5244 0.17
H -2.0144 1.7496 -0.6373 0.50
C 2.0302 -1.5162 1.7771 -0.27
O 2.1505 -1.8508 0.4045 -0.74
H 1.8852 -0.4498 1.9498 0.16
H 1.2422 -2.1051 2.2464 0.19
H 2.9467 -1.7623 2.3133 0.19
H 3.0935 -1.9876 0.2882 0.49



Entry 3:
6
Properties=species:S:1:pos:R:3:nbo_charge:R:1 method="wB97M-V/def2-TZVPD" homo_energy_ev=-5.0354 total_energy_ha=-3318.77661 charge=-1 molar_mass_g_mol=178.37 multiplicity=1 max_force_ev_per_a=6.804
N -1.1631 -1.8400 0.7941 0.03
N -2.0051 -1.1392 1.1963 0.36
O -2.8614 -0.3769 1.8349 -0.39
F 2.6487 -0.1568 -2.8147 -0.73
Cl 2.0716 1.0909 -1.2870 0.00
Br 1.3093 2.4220 0.2764 -0.27



Entry 4:
14
Properties=species:S:1:pos:R:3:nbo_charge:R:1 method="wB97M-V/def2-TZVPD" homo_energy_ev=-8.7832 total_energy_ha=-324.53572 molar_mass_g_mol=97.12 multiplicity=1 max_force_ev_per_a=0.314
O -1.3568 1.6412 -0.3972 -0.65
C -0.2859 1.2073 0.4423 -0.08
C -0.4915 -0.1656 1.0386 -0.13
C 0.1259 -1.1348 0.0970 -0.10
C 0.6890 -0.3402 -1.0704 -0.63
C 0.7542 1.1216 -0.6728 0.18
N 0.7577 -0.8342 1.3791 -0.56
H -1.6394 0.8925 -0.9388 0.47
H -0.1306 1.9923 1.1859 0.20
H -1.3435 -0.3900 1.6750 0.22
H -0.2244 -2.1580 -0.0171 0.22
H 0.0511 -0.3700 -1.9719 0.26
H 1.6641 -0.7042 -1.4201 0.26
H 1.5548 -0.2079 1.2526 0.34